Density functional theory data (wB97M-V/def2-TZVPD) for a structure of composition C4H2N2O.

XYZ file:
```
9
Properties=species:S:1:pos:R:3:forces:R:3:mulliken_charge:R:1
C -2.4408 0.5646 0.5163 -1.54 0.26 0.10 0.1220
C -1.6664 3.1067 -0.5821 -0.52 1.03 -0.50 0.4773
C -0.0146 -0.0710 -0.0305 -1.25 1.47 -0.85 -0.5697
C -1.1241 0.5932 0.0837 0.64 3.17 -1.64 0.5394
N -3.5822 0.6350 0.7195 1.24 -0.12 -0.02 -0.2838
N -2.3674 4.0179 -0.5212 -0.84 0.67 0.54 -0.4559
O -0.8341 2.2301 -0.8564 0.68 -4.32 1.48 -0.4962
H 0.6638 0.4374 -0.7265 0.54 -0.92 0.68 0.3656
H -0.1280 -1.0158 0.4276 1.05 -1.23 0.20 0.3013
```
Positions in Å, forces in eV/Å.

Calculated values
Charge: 0
Energy relative to the best compared isomer or geometry (same formula, charge and spin) in kcal per mole: 75.5
HOMO level in eV: -10.4
Electronic energy in hartree: -338.22116
Kohn-Sham gap in eV: 8.68

---

Density functional theory data (wB97M-V/def2-TZVPD) for a structure of composition C20H16MnN8OTe4.

XYZ file:
```
50
Properties=species:S:1:pos:R:3:forces:R:3:mulliken_charge:R:1
Mn -0.6167 -3.6739 1.6306 0.12 1.11 -1.18 0.4035
Te 0.1634 0.1851 2.4446 -0.16 -0.15 0.12 0.3188
Te -1.9700 -4.4430 3.6546 -1.36 -0.85 0.36 0.1150
Te 0.5753 -4.9280 3.5101 0.91 -1.16 0.27 0.1304
Te -0.2308 -2.1710 3.6605 0.47 1.80 0.81 0.5076
C 4.1172 -1.5956 -0.3388 0.76 0.71 -0.35 -1.0504
N 2.8722 -2.3124 -0.2417 -0.81 -0.44 1.09 0.9624
C 2.0866 -2.4395 0.8186 -0.12 -0.20 0.10 -0.6152
N 1.0001 -3.1553 0.4854 -0.01 0.14 0.12 0.2731
C 1.2026 -3.4251 -0.8375 0.23 0.09 0.04 -0.4585
N 2.3207 -2.9267 -1.2799 0.03 -0.28 -1.16 -0.9096
C 3.9126 -0.2374 -0.9799 0.17 -0.13 -0.18 1.0745
C 4.8042 0.2072 -1.9554 -0.24 0.03 0.29 -0.8146
C 4.6393 1.4540 -2.5428 0.08 -0.10 0.15 -0.7075
C 3.5798 2.2644 -2.1819 -0.32 -0.15 0.26 -0.9855
C 2.6753 1.8138 -1.2142 0.45 -0.78 -0.05 0.1020
C 2.8504 0.5641 -0.6054 0.07 0.66 -0.26 0.3757
C 1.5210 2.5947 -0.8591 -0.45 1.80 -0.37 0.6680
N 1.3296 3.8894 -0.9949 2.98 -1.53 -0.71 -0.4784
N 0.1282 4.1662 -0.5880 -3.24 -0.05 1.27 -0.4214
C -0.4485 3.0465 -0.2055 1.02 1.59 -0.77 0.1178
O 0.4033 2.0143 -0.3719 -0.04 -0.74 0.29 -0.1633
C -1.8088 2.8432 0.2064 -0.79 -0.39 0.27 0.1862
C -2.5571 3.8830 0.7682 0.34 -0.39 -0.16 -0.9337
C -3.8681 3.6437 1.1333 -0.11 -0.10 -0.09 -0.6891
C -4.4423 2.3999 0.9166 0.18 -0.18 -0.16 -0.8730
C -3.7060 1.3643 0.3347 -0.27 0.10 0.23 0.6233
C -4.3962 0.0449 0.0538 -0.71 0.86 -0.11 -1.1502
N -3.4871 -1.0693 0.0267 0.68 -0.60 0.91 0.9003
C -2.7441 -1.5295 1.0245 0.14 -0.21 -0.01 -0.5669
N -2.0165 -2.5718 0.5915 0.00 0.10 0.25 0.2756
C -2.3869 -2.6831 -0.7190 -0.03 0.09 0.15 -0.4681
N -3.2669 -1.7890 -1.0656 -0.14 -0.22 -1.12 -0.9471
C -2.3879 1.5849 -0.0108 0.21 0.50 0.13 0.2560
H 4.8044 -2.1886 -0.9474 -0.13 -0.02 0.20 0.4518
H 4.5312 -1.4844 0.6679 -0.10 -0.18 -0.08 0.2536
H 2.2974 -2.0087 1.7852 0.10 -0.10 -0.10 0.5237
H 0.5393 -3.9968 -1.4614 -0.05 -0.06 -0.01 0.4531
H 5.6401 -0.4138 -2.2369 0.08 -0.11 -0.10 0.4196
H 5.3476 1.7835 -3.2852 0.04 0.07 -0.11 0.4290
H 3.4242 3.2236 -2.6492 -0.01 0.11 -0.02 0.5530
H 2.1538 0.2954 0.1818 0.06 -0.24 -0.10 -0.2490
H -2.0998 4.8484 0.9088 0.06 0.13 0.04 0.5499
H -4.4577 4.4281 1.5818 -0.03 0.08 0.02 0.4332
H -5.4788 2.2457 1.1760 -0.12 -0.07 0.08 0.4764
H -4.8823 0.0691 -0.9269 0.07 -0.11 0.17 0.3120
H -5.1638 -0.1346 0.8142 0.10 -0.07 -0.19 0.4858
H -2.7217 -1.0885 2.0080 -0.10 -0.05 -0.03 0.5327
H -2.0041 -3.4208 -1.3985 0.00 -0.09 -0.09 0.4653
H -1.7796 0.8312 -0.4881 -0.04 -0.21 -0.10 0.8523
```
Positions in Å, forces in eV/Å.

Calculated values
Charge: +2
Multiplicity: 4
HOMO level (spin up / spin down) in eV: -13.0 / -13.0
Electronic energy in hartree: -3507.53181
Kohn-Sham gap (spin up / spin down) in eV: 4.37 / 4.27

---

Density functional theory data (wB97M-V/def2-TZVPD) for an isolated molecule of C2H3N3O.

XYZ file:
```
9
Properties=species:S:1:pos:R:3:forces:R:3:mulliken_charge:R:1
N 1.0268 -0.9200 0.8102 0.05 0.03 0.11 -0.4545
C 0.5748 0.2553 0.2552 -0.04 0.15 0.05 0.5277
C -0.4571 0.0324 -0.7835 0.08 -0.08 -0.03 -0.3522
N -1.4158 0.9048 -0.8891 -1.08 0.96 -0.09 0.5148
N -2.2783 1.6362 -0.9412 1.17 -0.84 0.01 -0.5487
O 0.9943 1.3515 0.5748 -0.23 -0.32 -0.03 -0.5802
H 1.6340 -0.8017 1.6095 -0.03 0.00 -0.13 0.2511
H 0.3722 -1.6863 0.8694 0.15 0.09 -0.09 0.2440
H -0.4510 -0.7722 -1.5053 -0.08 0.02 0.19 0.3980
```
Positions in Å, forces in eV/Å.

Calculated values
Charge: 0
Energy relative to the best compared isomer or geometry (same formula, charge and spin) in kcal per mole: 31.1
HOMO level in eV: -9.1
Electronic energy in hartree: -317.48273
Kohn-Sham gap in eV: 9.59

---

Density functional theory data (wB97M-V/def2-TZVPD) for a cluster of 2 separate species, CH7N2S in total.

XYZ file:
```
11
Properties=species:S:1:pos:R:3:forces:R:3:mulliken_charge:R:1
S 0.1312 2.9398 -1.0776 -0.13 0.16 -0.33 -0.8855
H 0.6139 3.0424 0.1621 0.08 -0.01 0.25 -0.0571
N -1.0173 -0.0569 0.0411 -1.40 -0.35 -0.40 -0.6339
C 0.2916 -0.5522 -0.3245 -0.26 -0.04 0.09 -0.1436
N 0.6897 -1.7180 0.4545 -0.39 -0.36 0.53 -0.6663
H -1.2512 0.1212 1.0062 0.79 -0.05 0.23 0.1791
H -1.2881 0.7786 -0.4701 0.51 0.12 -0.09 0.1979
H 0.2015 -0.9064 -1.3573 0.20 0.28 0.02 0.2341
H 1.0621 0.2140 -0.2874 0.16 0.06 0.05 0.2867
H 0.6613 -1.4973 1.4478 0.38 0.37 -0.02 0.2085
H -0.0947 -2.3652 0.4053 0.06 -0.18 -0.33 0.2803
```
Positions in Å, forces in eV/Å.

Calculated values
Charge: -1
Energy relative to the best compared isomer or geometry (same formula, charge and spin) in kcal per mole: 8.9
HOMO level in eV: -2.7
Electronic energy in hartree: -550.01975
Kohn-Sham gap in eV: 6.89

---

Density functional theory data (wB97M-V/def2-TZVPD) for a structure of composition C24H18BrIrN5O2S3.

XYZ file:
```
54
Properties=species:S:1:pos:R:3:forces:R:3:mulliken_charge:R:1
Ir -0.5813 -0.4981 0.2642 -0.14 -1.69 0.75 0.8087
Br 0.1041 -1.3710 -6.9410 -0.08 0.07 0.25 -0.1427
C -0.4301 -0.8671 -5.2004 0.17 -0.09 -0.06 0.0643
C 0.3855 -1.1543 -4.1150 0.00 0.03 -0.20 -0.9213
C -0.0203 -0.7834 -2.8518 -0.36 0.30 0.66 -0.1366
C -1.2446 -0.1250 -2.6233 0.51 -0.44 -1.69 1.1230
C -2.0350 0.1693 -3.7445 0.05 -0.03 0.36 -0.5556
C -1.6305 -0.2009 -5.0123 -0.19 0.08 -0.10 -0.8748
N -1.5918 0.2136 -1.3199 -3.24 1.98 1.23 0.3131
C -2.6914 0.9435 -1.0177 2.87 -2.07 -2.54 0.0649
C -2.9039 1.3385 0.3033 -0.48 0.81 3.38 0.2991
C -3.9563 2.2022 0.6965 0.74 -0.76 -1.13 -0.9452
C -4.0681 2.5820 2.0051 0.39 -0.03 1.09 -0.2800
C -3.1450 2.0988 2.9494 -0.75 0.39 -0.56 -0.8204
C -2.1472 1.2528 2.5212 0.24 -0.28 -0.17 0.0268
N -2.0238 0.8789 1.2486 -0.41 0.41 -0.96 -0.0754
H 1.3359 -1.6477 -4.2627 -0.03 -0.01 0.03 0.4381
H 0.6358 -0.9768 -2.0068 -0.03 -0.06 -0.08 0.3790
H -2.9788 0.6838 -3.6346 -0.02 -0.02 -0.10 0.2754
H -2.2518 0.0310 -5.8662 -0.02 0.00 0.03 0.4284
H -3.3903 1.2443 -1.7834 0.09 0.14 -0.10 0.2338
H -4.6428 2.5558 -0.0606 -0.06 0.04 0.04 0.4189
H -4.8557 3.2560 2.3132 -0.02 -0.03 0.00 0.4521
H -3.2129 2.3705 3.9920 0.00 0.04 0.01 0.4133
H -1.4207 0.8565 3.2205 0.03 -0.07 -0.11 0.4779
S 1.0469 -6.6981 1.9004 1.29 -0.96 0.50 -0.1410
C -0.1340 -5.5944 1.5404 0.00 0.76 -0.93 0.0963
S 0.1458 -4.2027 0.5479 0.52 0.53 -0.68 -0.1213
C -1.4588 -3.6319 0.9322 0.60 -1.20 0.66 0.4659
N -2.1313 -4.4783 1.6654 -0.07 -0.14 0.10 -0.8415
N -1.4248 -5.5539 2.0042 -2.22 0.62 0.65 0.6657
C -2.1037 -6.5158 2.8112 -0.15 0.08 -0.07 0.7264
C -1.8604 -7.8836 2.7017 0.10 0.41 -0.15 -0.5189
C -2.5920 -8.7681 3.4738 -0.11 -0.02 0.15 -0.7015
C -3.5749 -8.3020 4.3336 0.00 -0.05 0.00 -0.4543
C -3.8118 -6.9366 4.4397 -0.01 -0.05 -0.01 -0.5619
C -3.0857 -6.0403 3.6830 0.20 -0.04 -0.01 -0.2978
S -2.1985 -2.2128 0.3367 1.03 1.60 -0.18 -0.2526
H -1.1417 -8.2566 1.9921 0.13 -0.05 -0.13 0.3292
H -2.3990 -9.8281 3.3862 -0.03 -0.02 -0.01 0.3761
H -4.1688 -8.9975 4.9106 0.05 -0.02 0.04 0.3878
H -4.5642 -6.5650 5.1214 -0.03 -0.02 0.00 0.3592
H -3.2566 -4.9773 3.7625 -0.01 -0.01 0.01 0.4319
O 0.7139 -2.5421 3.4040 0.18 0.46 -0.20 -0.5784
C 1.2922 -1.6523 2.8293 -0.22 -0.80 0.53 0.0741
C 2.6805 -1.1043 3.1587 0.00 0.03 -0.08 -0.3616
C 2.9497 -0.0245 2.1040 0.00 0.07 -0.02 -0.5374
C 1.6829 -0.0456 1.3053 0.26 -0.53 0.70 0.4837
O 1.3471 0.6561 0.3231 -0.81 -0.01 -0.36 -0.7325
N 0.8045 -0.9640 1.7292 0.04 0.65 -0.52 0.0537
H 3.3954 -1.9249 3.1251 -0.02 0.00 0.01 0.2954
H 2.6804 -0.7125 4.1744 -0.04 -0.04 0.01 0.3011
H 3.7965 -0.2470 1.4548 0.00 0.03 -0.01 0.2748
H 3.1063 0.9706 2.5195 0.03 0.01 -0.02 0.3144
```
Positions in Å, forces in eV/Å.

Calculated values
Charge: +1
Energy relative to the best compared isomer or geometry (same formula, charge and spin) in kcal per mole: 38.6
Multiplicity: 5
HOMO level (spin up / spin down) in eV: -7.6 / -10.9
Electronic energy in hartree: -5222.20399
Kohn-Sham gap (spin up / spin down) in eV: 2.74 / 5.10

---

Density functional theory data (wB97M-V/def2-TZVPD) for a structure of composition C26H46AlO2P2.

XYZ file:
```
77
Properties=species:S:1:pos:R:3:forces:R:3:mulliken_charge:R:1
Al -0.6907 0.8478 0.4772 0.21 -0.47 4.98 -1.3897
C -0.4335 -2.0763 2.2883 1.19 0.00 -0.91 0.7797
C 0.9422 -2.4082 2.0901 -0.23 0.75 0.29 1.2394
C 0.8495 -0.6613 3.5819 -1.42 -0.97 -0.28 1.5014
C -0.4799 -1.0640 3.2879 1.34 1.81 -0.18 0.1735
C 1.7271 -1.5428 2.8907 -1.16 -0.12 -0.65 -0.2032
C -1.5967 -2.8711 1.8233 -0.40 -0.31 0.12 -1.4708
H -1.4439 -3.3347 0.8399 0.03 0.04 0.24 0.2945
H -2.4957 -2.2451 1.7658 0.03 -0.19 0.03 0.2282
H -1.7999 -3.6823 2.5426 -0.12 0.08 -0.27 0.3940
C -1.6844 -0.6861 4.0591 -0.68 -0.25 0.54 -1.5003
H -2.6113 -0.7193 3.4567 0.38 0.09 0.31 0.2487
H -1.5997 0.3035 4.5368 -0.05 -0.29 -0.19 0.2627
H -1.7973 -1.4306 4.8842 -0.17 0.54 -0.36 0.3947
C 1.2424 0.2667 4.6601 0.15 0.39 0.63 -2.0100
H 1.4386 -0.2905 5.5960 0.00 0.33 -0.21 0.3445
H 0.4438 0.9914 4.8683 0.23 -0.10 0.02 0.3342
H 2.1516 0.8396 4.4244 -0.17 -0.12 0.07 0.3198
C 3.1749 -1.6592 3.1599 0.53 -0.10 -0.08 -1.6924
H 3.3473 -2.2428 4.0802 0.07 0.16 -0.24 0.3903
H 3.6416 -0.6765 3.3118 0.02 -0.18 0.00 0.3151
H 3.6923 -2.1771 2.3403 0.02 0.11 0.23 0.3854
C 1.4403 -3.6198 1.4005 0.32 -0.57 -0.20 -1.8527
H 1.5742 -4.4485 2.1229 0.00 0.19 -0.36 0.3586
H 2.4184 -3.4491 0.9266 -0.20 -0.14 0.01 0.3775
H 0.7418 -3.9811 0.6336 0.17 0.04 0.07 0.3391
C -1.8834 0.9879 -3.5168 -1.53 0.72 -1.28 -1.1759
C -1.8561 -0.4386 -3.2833 -0.50 -1.59 -0.95 0.3841
C -1.1146 -1.3190 -4.3173 0.63 -0.27 0.33 -1.2723
C 0.3577 -0.9258 -4.6321 -1.04 -0.22 -0.30 -1.2536
C 1.0369 -0.2430 -3.4874 1.45 0.75 -1.09 -0.5372
C 1.2045 1.0923 -3.4791 0.79 -1.20 -0.67 -0.8614
C 0.4047 2.0569 -4.2857 -1.07 0.20 -0.28 -0.9870
C -1.0909 1.6060 -4.5910 0.47 1.37 -1.07 -1.1668
H -1.6536 -1.2390 -5.2649 -0.35 -0.03 0.24 0.5160
H 0.3722 -0.2858 -5.5380 0.14 -0.35 0.69 0.3845
H -1.1623 -2.3898 -4.0261 -0.08 0.70 -0.02 0.3944
H -1.1043 1.0264 -5.5405 -0.07 0.11 0.78 0.3826
H -2.6854 1.5722 -3.0603 0.26 -0.10 -0.20 0.6217
H -2.7520 -1.0553 -3.0715 -0.69 0.77 -1.04 0.7647
H -1.6251 2.5349 -4.8492 0.29 -0.16 -0.02 0.4603
H 0.3320 2.9965 -3.7097 0.17 -0.24 -0.30 0.2956
H 2.0519 1.5173 -2.9450 -0.39 -0.12 0.35 1.1462
H 0.8672 2.2997 -5.2587 0.01 -0.05 0.42 0.4201
H 0.8741 -1.8467 -4.9294 0.15 0.25 0.29 0.3866
H 1.6190 -0.8764 -2.8224 0.18 0.32 -0.22 1.1942
P -1.5950 -0.2316 -1.5282 1.11 -0.63 0.56 1.7273
P 1.7520 1.0963 0.4126 -2.54 -1.08 0.45 1.6942
C -0.4784 1.7646 -1.1921 1.39 2.30 -0.93 3.1485
C 0.8538 2.3343 -0.6670 0.80 1.05 -0.27 -1.8218
H -1.2397 2.4936 -1.4913 0.14 0.07 0.38 0.9714
H -0.1016 1.3395 -2.1129 -0.44 -0.37 0.18 -3.2289
H 1.5582 2.5545 -1.4703 -0.25 0.39 -0.17 1.1119
H 0.6208 3.2702 -0.1455 0.57 -0.30 0.36 0.3771
C 2.7304 2.1445 1.4278 0.95 0.37 0.52 -1.2609
H 3.1874 1.5459 2.2169 0.12 0.10 -0.01 0.2668
H 2.1208 2.9230 1.8866 -0.05 -0.17 -0.08 0.3405
H 3.5041 2.6016 0.8015 0.06 0.04 0.23 0.4488
C 2.7987 -0.0616 -0.4749 0.76 -0.33 -0.73 -1.1266
H 3.3795 0.4044 -1.2855 0.00 -0.13 0.25 0.5348
H 2.2394 -0.9139 -0.8981 0.04 0.54 0.36 0.0301
H 3.4986 -0.5109 0.2547 -0.30 0.34 -0.19 0.4891
C -3.2469 0.1503 -0.9829 -1.40 -0.54 0.39 -1.7495
H -3.5960 -0.5650 -0.2379 0.03 0.03 0.21 0.3280
H -3.8637 0.0124 -1.8545 -0.53 -0.18 -0.38 0.8370
H -3.4803 1.1703 -0.6290 0.83 -0.45 0.09 0.4189
C -0.6167 -1.6826 -1.3223 -0.26 -2.10 0.55 -0.3664
H -0.0153 -1.8357 -0.4342 -0.27 0.10 0.55 -1.0453
H 0.0430 -1.7455 -2.1764 -0.15 0.10 -0.10 0.3277
H -1.3503 -2.4867 -1.4593 0.30 -0.45 0.26 0.5701
C -2.1223 3.1620 3.2843 -0.17 0.32 0.73 -1.4476
C -1.5854 2.2070 2.2793 1.06 -0.86 -0.80 0.7053
O -2.3195 1.4007 1.5783 1.08 0.79 -0.33 -0.5386
O -0.3134 2.1438 2.0665 -2.00 0.14 -0.70 -0.4993
H -2.6761 2.6383 4.0751 0.04 -0.01 -0.35 0.3406
H -2.7825 3.9432 2.8820 0.08 -0.52 -0.26 0.3953
H -1.2894 3.6806 3.7557 0.05 -0.12 -0.04 0.3629
```
Positions in Å, forces in eV/Å.

Calculated values
Charge: +1
Energy relative to the best compared isomer or geometry (same formula, charge and spin) in kcal per mole: 173.3
HOMO level (spin up / spin down) in eV: -8.5 / -8.4
Electronic energy in hartree: -2093.43616
Kohn-Sham gap (spin up / spin down) in eV: 4.58 / 4.69

---

Q: Which formula does entry 6 have?
A: C26H46AlO2P2